The following is a quantum chemistry calculation of 10 unconnected molecules or ions with the total composition C24H33F7O24 in a non-equilibrium geometry, from the OMol25 dataset.

Total energy, eV: -93584.669
Gap between HOMO and LUMO, eV: 9.956
Energy above the lowest of the compared OMol25 structures with the same formula, charge and spin, kJ/mol: 0.0
LUMO level, Ha: -0.019

Positions of all 88 atoms, in Å:
O (7.0739, 16.6932, 7.2348)
C (7.5630, 16.8451, 8.3561)
O (7.0832, 17.5399, 9.3388)
C (8.0185, 17.5850, 10.4358)
C (9.1907, 16.7867, 9.9140)
F (9.2755, 15.6007, 10.6433)
O (8.8017, 16.3588, 8.6436)
H (8.1887, 18.5854, 10.7878)
H (7.7132, 17.0068, 11.3165)
H (10.1425, 17.2815, 9.8670)
O (6.8844, 11.2024, 15.9172)
C (7.0293, 10.7333, 14.8026)
O (6.0778, 10.3987, 13.9274)
C (6.6933, 9.8458, 12.7557)
C (8.1802, 9.8135, 13.1142)
F (8.7638, 10.7468, 12.3130)
O (8.2727, 10.2916, 14.4053)
H (6.2125, 8.9016, 12.6432)
H (6.5947, 10.4334, 11.8312)
H (8.7113, 8.8668, 13.0285)
O (15.0325, 6.1762, 11.1398)
C (14.1666, 6.7510, 10.4859)
O (14.1405, 8.0968, 10.3785)
C (12.9322, 8.3892, 9.7140)
C (12.3712, 7.0624, 9.2363)
F (12.7668, 6.8265, 7.9579)
O (13.0797, 6.1253, 9.9856)
H (12.2136, 8.8699, 10.3978)
H (13.1293, 9.1194, 8.9097)
H (11.3021, 6.9445, 9.3111)
O (12.8831, 12.0837, 8.1222)
C (12.6362, 13.1378, 7.6334)
O (11.4476, 13.7600, 7.8568)
C (11.4588, 14.9138, 7.0355)
C (12.9376, 15.1319, 6.6699)
F (13.5652, 16.0022, 7.5723)
O (13.4687, 13.8205, 6.8235)
H (10.9430, 14.8107, 6.0878)
H (11.0148, 15.6805, 7.6627)
H (13.1134, 15.4538, 5.6566)
O (18.3252, 10.2410, 11.2591)
C (17.3464, 10.7953, 10.7762)
O (16.1469, 10.7428, 11.3509)
C (15.2203, 11.3776, 10.5074)
C (16.0025, 11.7769, 9.2670)
F (16.0594, 13.1382, 9.1190)
O (17.2587, 11.3146, 9.4877)
H (14.4429, 10.6453, 10.3763)
H (14.7909, 12.3275, 10.8202)
H (15.6359, 11.4170, 8.3061)
O (14.2462, 7.2322, 14.7677)
C (13.5458, 8.1357, 14.3679)
O (14.0093, 9.2958, 13.8775)
C (12.9496, 10.2200, 13.6975)
C (11.7202, 9.3360, 13.9372)
F (11.2281, 8.8990, 12.7129)
O (12.2025, 8.2208, 14.6015)
H (12.9712, 11.0140, 14.4554)
H (12.9713, 10.6442, 12.6973)
H (10.9267, 9.7508, 14.5446)
O (10.1589, 11.6219, 16.3269)
C (10.3469, 12.6644, 15.7070)
O (11.4286, 12.9295, 14.9695)
C (11.2533, 14.2228, 14.3811)
C (9.8385, 14.5965, 14.6759)
F (9.0282, 14.4681, 13.5218)
O (9.5109, 13.7396, 15.7275)
H (11.9360, 14.9013, 14.8885)
H (11.4296, 14.1925, 13.3377)
H (9.6549, 15.6214, 14.9963)
C (10.8187, 10.0827, 6.3703)
O (12.1750, 9.6966, 6.4164)
H (10.6472, 10.8326, 5.6076)
H (10.1952, 9.2568, 6.0500)
H (10.4720, 10.4771, 7.3447)
H (12.6891, 10.4462, 6.7624)
C (11.0000, 12.6870, 10.9967)
O (11.2913, 11.4199, 10.4512)
H (10.1986, 13.2334, 10.4918)
H (10.6325, 12.5692, 12.0158)
H (11.9328, 13.2866, 11.0605)
H (11.7551, 11.5026, 9.6048)
C (8.5570, 9.2302, 9.1816)
O (9.9014, 8.9296, 9.4911)
H (8.5180, 9.7612, 8.2357)
H (8.0709, 8.2813, 8.9926)
H (8.1297, 9.7932, 10.0134)
H (10.3292, 9.7427, 9.8268)

The following is a quantum chemistry calculation of a molecular structure, C24H33FN4PPdS4Sb, from the OMol25 dataset.

Charge: -2
Total energy, eV: -96751.726
Gap between HOMO and LUMO (spin up / spin down), eV: 6.107 / 5.790
Spin multiplicity: 3
Energy above the lowest of the compared OMol25 structures with the same formula, charge and spin, kJ/mol: 0.0
LUMO level (spin up / spin down), Ha: 0.159 / 0.139

Positions of all 69 atoms, in Å:
Pd (-0.6611, -1.6855, -0.7816)
C (1.4807, 2.9803, 0.4475)
C (0.2107, 2.3353, 1.0229)
C (-0.1189, 3.0184, 2.3561)
C (-0.9527, 2.4116, 0.0503)
C (-1.1967, 3.6302, -0.5729)
C (-2.2402, 3.7843, -1.4648)
C (-3.0732, 2.7051, -1.7020)
C (-2.8867, 1.4709, -1.0846)
C (-3.9604, 0.4231, -1.3839)
C (-3.5622, -0.6236, -2.4261)
C (-4.5749, -0.2624, -0.1621)
C (-1.7778, 1.3022, -0.2211)
N (-1.5087, 0.0510, 0.3737)
C (-1.9528, -0.1035, 1.6416)
C (-2.6799, 0.8582, 2.3888)
C (-3.1219, 0.6290, 3.6811)
C (-2.8897, -0.5770, 4.3252)
C (-2.2036, -1.5652, 3.6199)
C (-1.7637, -1.3196, 2.3466)
F (-1.1326, -2.3340, 1.6884)
H (2.3666, 2.6376, 0.9880)
H (1.4443, 4.0673, 0.5563)
H (1.6186, 2.7510, -0.6084)
H (0.4015, 1.2781, 1.2245)
H (-0.4303, 4.0519, 2.1812)
H (0.7668, 3.0389, 2.9969)
H (-0.9139, 2.5025, 2.8920)
H (-0.5475, 4.4720, -0.3588)
H (-2.4077, 4.7314, -1.9641)
H (-3.9097, 2.8163, -2.3836)
H (-4.7705, 1.0106, -1.8329)
H (-2.9715, -1.4316, -1.9858)
H (-2.9620, -0.2032, -3.2325)
H (-4.4576, -1.0753, -2.8603)
H (-3.8979, -1.0026, 0.2596)
H (-5.4856, -0.7833, -0.4697)
H (-4.8354, 0.4484, 0.6238)
H (-2.9103, 1.8036, 1.9141)
H (-3.6676, 1.4181, 4.1881)
H (-3.2376, -0.7580, 5.3334)
H (-2.0077, -2.5426, 4.0429)
S (-2.2584, -3.7552, -4.8226)
Sb (-0.3402, -3.3115, -3.7030)
S (-0.8113, -3.8759, -1.3772)
S (0.0148, -1.0631, -3.0438)
S (1.5449, -4.3941, -4.3312)
C (4.7953, -0.0883, 0.1599)
N (3.8622, 0.0388, -0.9472)
C (4.1913, -0.9615, -1.9660)
N (4.2799, -2.3237, -1.4533)
C (5.1950, -2.3561, -0.3293)
N (4.8649, -1.4249, 0.7539)
C (3.5870, -1.7906, 1.3809)
P (2.1143, -1.8125, 0.2228)
C (2.4857, -0.1377, -0.4782)
C (2.9549, -2.8322, -1.0837)
H (4.5237, 0.6329, 0.9373)
H (5.7980, 0.1558, -0.2087)
H (5.1606, -0.6947, -2.4010)
H (3.4260, -0.9357, -2.7441)
H (6.1944, -2.0909, -0.6931)
H (5.2285, -3.3718, 0.0735)
H (3.3879, -1.0920, 2.2004)
H (3.6945, -2.7842, 1.8282)
H (2.3065, 0.5743, 0.3304)
H (1.7815, 0.0879, -1.2840)
H (2.3303, -2.9046, -1.9752)
H (3.0686, -3.8483, -0.6934)

Look up the energy above the lowest of the compared OMol25 structures with the same formula, charge and spin of the second one.
0.0 kJ/mol

The highest total energy belongs to which entry?
C24H33F7O24